Entry 1:
A single C6H8N2O2 molecule in a non-equilibrium geometry. Source: the Open Molecules 2025 dataset; level of theory: ωB97M-V/def2-TZVPD.

Summary:
- Multiplicity: 1
- SMILES: CO[C@@]1(C=O)CN=CC=N1
- LUMO energy: 0.0 eV
- E_HOMO: -9.175 eV

Each atom is followed by the atoms it is bonded to, with distances in Å.
Geometry (Å):
1 C -0.02540 2.45237 0.38375  O2 1.399, H11 1.059, H12 1.092, H13 1.054
2 O -0.61567 1.31485 0.94536  C1 1.399, C3 1.381
3 C -0.11266 0.12125 0.46618  O2 1.381, C4 1.546, C6 1.598, N10 1.407
4 C 0.77965 -0.56731 1.52422  C3 1.546, O5 1.201, H14 1.192
5 O 1.52174 -1.46496 1.23293  C4 1.201
6 C -1.33666 -0.83035 0.07779  C3 1.598, N7 1.414, H15 1.013, H16 1.112
7 N -0.96001 -1.94883 -0.70026  C6 1.414, C8 1.242
8 C 0.13438 -1.95502 -1.28675  N7 1.242, C9 1.444, H17 1.006
9 C 0.92195 -0.74844 -1.38775  C8 1.444, N10 1.255, H18 1.023
10 N 0.67938 0.26410 -0.68793  C3 1.407, C9 1.255
11 H -0.42416 3.17242 1.05047  C1 1.059
12 H -0.40550 2.58796 -0.63052  C1 1.092
13 H 1.01039 2.26279 0.32922  C1 1.054
14 H 0.82191 -0.04806 2.59616  C4 1.192
15 H -1.85993 -1.11861 0.89553  C6 1.013
16 H -1.82559 -0.20909 -0.70380  C6 1.112
17 H 0.33588 -2.78077 -1.82579  C8 1.006
18 H 1.36030 -0.50430 -2.27878  C9 1.023

***

Entry 2:
13 unconnected molecules or ions with the total composition C5H36N2O13 in a non-equilibrium geometry. Source: the Open Molecules 2025 dataset; level of theory: ωB97M-V/def2-TZVPD.

Summary:
- Total charge: +1
- Multiplicity: 2
- LUMO energy (alpha / beta): -3.1 / -7.9 eV
- Expectation value of S²: 0.75
- E_HOMO (alpha / beta): -12.910 / -12.910 eV

Each atom is followed by the atoms it is bonded to, with distances in Å.
Geometry (Å):
1 C -0.40255 3.72620 -1.12816  N2 1.495, H9 1.084, H10 1.082, H11 1.089
2 N -0.47293 2.47668 -0.31091  C1 1.495, C3 1.471, C5 1.476
3 C 0.21194 2.71529 0.96888  N2 1.471, H12 1.087, H13 1.089, H14 1.092
4 C 1.42581 1.29876 -1.41445  C5 1.512, H15 1.085, H16 1.094, H17 1.089
5 C -0.04088 1.27257 -1.04777  N2 1.476, C4 1.512, C6 1.528, H18 1.090
6 C -0.52039 0.09051 -0.20628  C5 1.528, N7 1.324, O8 1.235
7 N -1.77345 -0.32294 -0.31797  C6 1.324, H19 1.012, H20 1.004
8 O 0.17308 -0.20841 0.77059  C6 1.235
9 H -1.11591 3.61251 -1.93642  C1 1.084
10 H 0.62921 3.90472 -1.39961  C1 1.082
11 H -0.85858 4.50992 -0.52482  C1 1.089
12 H 0.13313 1.81657 1.57449  C3 1.087
13 H -0.34136 3.46018 1.53933  C3 1.089
14 H 1.28033 2.90010 0.83722  C3 1.092
15 H 2.17929 0.95754 -0.71275  C4 1.085
16 H 1.81160 2.31744 -1.51432  C4 1.094
17 H 1.63228 0.78081 -2.34945  C4 1.089
18 H -0.62153 1.26652 -1.97015  C5 1.090
19 H -2.40357 -0.09317 -1.07645  N7 1.012
20 H -2.11568 -1.03984 0.29577  N7 1.004
21 H 4.20081 -1.95997 -0.78861  O23 0.970
22 H 3.31191 -1.79724 0.28800  O23 0.976
23 O 3.68561 -1.22908 -0.41276  H21 0.970, H22 0.976
24 H -3.50567 3.15214 0.37792  O26 0.970
25 H -4.33632 2.20048 1.08031  O26 0.971
26 O -4.20719 2.51503 0.17046  H24 0.970, H25 0.971
27 H -3.71994 1.77082 -1.31310  O29 0.986
28 H -2.50192 1.59793 -2.27629  O29 0.961
29 O -3.40365 1.30382 -2.12227  H27 0.986, H28 0.961
30 H 0.96613 2.36864 -3.53482  O32 0.963
31 H -0.04878 3.42989 -4.05918  O32 0.961
32 O 0.13521 2.48788 -4.00601  H30 0.963, H31 0.961
33 H -0.90565 -3.66041 -0.61253  O35 0.967
34 H -2.17263 -3.81358 0.21349  O35 0.965
35 O -1.65477 -3.15631 -0.26750  H33 0.967, H34 0.965
36 H 1.17952 -1.55803 1.30903  O38 0.967
37 H 1.26955 -2.83404 0.35467  O38 0.976
38 O 1.32723 -2.51294 1.27449  H36 0.967, H37 0.976
39 H -0.47792 -1.93295 3.55681  O41 0.972
40 H -1.06838 -0.78404 2.70759  O41 0.958
41 O -0.83248 -1.02926 3.60354  H39 0.972, H40 0.958
42 H 3.52879 1.00238 1.83148  O44 0.967
43 H 2.24454 0.58636 1.14901  O44 0.969
44 O 2.75299 1.37502 1.38985  H42 0.967, H43 0.969
45 H 0.73300 -3.54297 2.54332  O47 0.990
46 H -0.69438 -3.83976 2.40931  O47 0.966
47 O -0.01802 -3.87060 3.09868  H45 0.990, H46 0.966
48 H 0.93081 1.49683 3.95339  O50 0.961
49 H 2.37439 1.57691 3.38911  O50 0.968
50 O 1.85668 1.53842 4.20667  H48 0.961, H49 0.968
51 H -0.62454 -3.36074 -3.62654  O53 0.965
52 H -0.30514 -1.88348 -3.60658  O53 0.964
53 O -0.10727 -2.70525 -3.14350  H51 0.965, H52 0.964
54 H 1.12505 -3.23483 -1.82895  O56 0.974
55 H 2.32083 -4.17483 -1.35479  O56 0.959
56 O 1.41980 -3.89705 -1.17885  H54 0.974, H55 0.959

***

So what do the calculations give for relative energy (zero: lowest compared OMol25 entry of this formula, charge and spin)? Going down the list: 3.8142 0.3478 eV.
So what do the calculations give for E_tot? Going down the list: -493.30670 -1299.41907 Eh.